Computed, not measured: a molecular structure, C13H6BrF4O4S, with ωB97M-V/def2-TZVPD.

Structure (XYZ):
```
29
C13H6BrF4O4S ωB97M-V/def2-TZVPD
F -2.672 -0.489 3.157
C -1.543 -1.221 3.075
C -1.563 -2.567 3.290
F -2.713 -3.227 3.519
C -0.346 -3.371 3.349
O -0.337 -4.601 3.410
C 0.902 -2.606 3.212
F 2.058 -3.261 3.405
C 0.896 -1.271 2.936
F 2.041 -0.552 2.870
C -0.315 -0.491 2.858
O -0.352 0.767 2.764
Br -0.194 2.553 0.668
C 0.314 0.762 0.838
S -0.010 -0.085 -0.685
C 0.151 1.031 -2.125
C -0.937 1.816 -2.554
C -0.842 2.538 -3.744
C 0.333 2.501 -4.495
C 1.405 1.709 -4.089
C 1.325 0.980 -2.898
O 1.153 -0.948 -0.853
O -1.356 -0.607 -0.682
H 1.201 0.474 1.373
H -1.830 1.877 -1.926
H -1.685 3.147 -4.060
H 0.406 3.081 -5.405
H 2.326 1.662 -4.670
H 2.181 0.399 -2.537
```

**Charge**: -1
**Frontier orbital gap**: 4.61 eV
**Highest occupied orbital energy**: -0.12505 Ha
**Max |F|**: 3.54 eV Å⁻¹

Computed, not measured: a molecular structure, C13H70ClGaO22P, with ωB97M-V/def2-TZVPD.

Structure (XYZ):
```
108
C13H70ClGaO22P ωB97M-V/def2-TZVPD
C 2.395 -5.076 -1.448
C 3.739 -4.418 -0.999
C 4.238 -3.304 -2.006
C 4.612 -1.990 -1.218
C 3.425 -0.981 -1.364
C 2.816 -0.490 -0.009
C 1.914 0.748 -0.373
C 0.659 0.870 0.537
C -0.478 -0.118 0.166
Ga -1.188 0.031 -1.746
C -3.155 -0.647 -1.692
O -3.367 -1.416 -0.491
C -4.707 -1.870 -0.411
C -4.876 -3.263 -1.141
C -5.960 -4.098 -0.408
P 0.078 -1.247 -3.279
O 0.913 -0.104 -4.256
Cl -1.204 -2.247 -4.666
H 2.557 -5.992 -2.047
H 1.759 -5.384 -0.601
H 1.808 -4.329 -2.013
H 3.535 -3.889 -0.049
H 4.559 -5.148 -0.912
H 5.146 -3.677 -2.528
H 3.495 -3.112 -2.800
H 4.926 -2.183 -0.173
H 5.500 -1.578 -1.744
H 3.797 -0.083 -1.882
H 2.585 -1.436 -1.924
H 3.643 -0.093 0.611
H 2.233 -1.278 0.498
H 2.504 1.686 -0.339
H 1.608 0.598 -1.427
H 0.316 1.919 0.518
H 0.988 0.629 1.576
H -1.330 0.125 0.831
H -0.148 -1.155 0.392
H -1.181 1.602 -2.143
H -3.289 -1.257 -2.619
H -3.888 0.185 -1.701
H -5.405 -1.166 -0.906
H -4.976 -2.045 0.651
H -5.114 -3.036 -2.192
H -3.908 -3.777 -1.015
H -5.588 -4.386 0.597
H -6.214 -5.048 -0.908
H -6.877 -3.496 -0.280
H 0.360 0.684 -4.201
O -2.941 0.435 3.076
H -2.123 0.305 3.565
H -2.844 -0.145 2.311
O -0.260 2.501 2.944
H -1.093 2.974 3.063
H 0.401 3.106 3.292
O -0.268 -1.306 3.452
H 0.323 -2.038 3.258
H 0.259 -0.522 3.258
O -0.155 -6.829 -0.799
H 0.130 -7.712 -1.047
H -0.447 -6.436 -1.630
O -1.487 5.141 3.343
H -2.316 5.614 3.462
H -0.819 5.745 3.691
O 1.269 4.752 1.118
H 1.749 3.952 1.352
H 0.438 4.672 1.601
O 0.364 7.269 4.911
H 0.083 8.127 4.576
H 1.159 7.463 5.415
O -1.329 -4.964 -2.209
H -1.641 -4.128 -2.577
H -0.544 -4.714 -1.713
O 0.367 9.986 3.386
H 0.545 10.705 2.771
H 0.701 9.205 2.930
O -2.428 4.865 0.185
H -2.292 4.626 1.107
H -1.699 5.458 -0.014
O -0.484 -6.982 2.423
H 0.361 -7.435 2.379
H -0.668 -6.743 1.506
O -3.451 -0.421 -6.452
H -3.040 -0.325 -7.314
H -2.919 -1.101 -6.015
O 5.960 1.283 -1.599
H 6.810 0.838 -1.661
H 5.735 1.485 -2.515
O 6.140 -1.074 1.599
H 5.893 -0.208 1.255
H 6.938 -0.905 2.108
O 6.620 2.606 -4.423
H 6.814 3.313 -5.046
H 6.917 1.807 -4.876
O 9.518 1.716 -4.411
H 8.707 2.226 -4.291
H 10.210 2.288 -4.070
O -1.330 12.246 4.522
H -0.853 11.549 4.059
H -1.654 11.817 5.318
O -8.372 -5.685 0.652
H -8.514 -4.863 1.134
H -8.015 -6.287 1.311
O -9.500 -2.643 0.359
H -9.179 -1.739 0.431
H -10.271 -2.665 0.932
O -1.950 4.499 6.174
H -1.368 3.761 5.971
H -1.410 5.275 5.995
```

**Charge**: -1
**Energy relative to the best compared isomer or geometry (same formula, charge and spin)**: 0.0 kcal/mol
**Frontier orbital gap**: 5.43 eV
**Highest occupied orbital energy**: -0.16370 Ha
**Max |F|**: 1.93 eV Å⁻¹